Record 1
The following is a DFT calculation (wB97M-V/def2-TZVPD) of a 2-piece molecular cluster, CH4N2OS overall in a non-equilibrium geometry.

The molar mass is 92.123 u. As for the spin multiplicity: 1. The total energy comes out at -16959.79321 eV. The highest occupied orbital energy (spin up / spin down) is -0.295 / -0.309 Ha. As for the energy above the lowest of the compared OMol25 structures with the same formula, charge and spin: 124.4 kcal per mole. The value obtained for the frontier orbital gap (spin up / spin down) is 8.14 / 7.90 eV.

The geometry in XYZ format:
```
9
Properties=species:S:1:pos:R:3:lowdin_charge:R:1
C 2.722 -0.869 0.264 -0.108
N 1.968 0.011 -0.267 -0.612
N -2.972 0.660 -0.012 -0.081
O -2.074 -0.246 0.111 -0.244
S 0.503 0.459 -0.524 0.716
H 2.410 -1.550 0.900 0.010
H 3.837 -0.698 0.181 0.091
H -2.588 1.593 0.045 0.084
H -3.806 0.639 -0.698 0.145
```

Record 2
The following is a DFT calculation (wB97M-V/def2-TZVPD) of one molecule with the formula CH4N2OS in a non-equilibrium geometry.

The molar mass is 92.123 u. As for the spin multiplicity: 1. The total energy comes out at -16963.47640 eV. The highest occupied orbital energy is -0.281 Ha. As for the energy above the lowest of the compared OMol25 structures with the same formula, charge and spin: 39.5 kcal per mole. The value obtained for the frontier orbital gap is 8.25 eV.

The geometry in XYZ format:
```
9
Properties=species:S:1:pos:R:3:lowdin_charge:R:1
C -0.249 -0.185 0.673 -0.665
N 0.824 -0.984 0.141 0.037
N -0.765 0.881 -0.064 0.084
O -2.280 0.043 2.330 -0.633
S -1.111 -0.750 2.001 0.837
H 1.354 -0.563 -0.628 0.094
H 1.098 -1.843 0.632 0.092
H -0.634 1.097 -1.039 0.102
H -1.679 0.932 0.334 0.050
```

Record 3
The following is a DFT calculation (wB97M-V/def2-TZVPD) of one molecule with the formula CH4N2OS2 in a non-equilibrium geometry.

The molar mass is 124.190 u. As for the spin multiplicity: 1. Its SMILES is O=C(NS)NS. The total energy comes out at -27799.27727 eV. The highest occupied orbital energy is -0.343 Ha. As for the energy above the lowest of the compared OMol25 structures with the same formula, charge and spin: 14.5 kcal per mole. The value obtained for the frontier orbital gap is 9.66 eV.

The geometry in XYZ format:
```
10
Properties=species:S:1:pos:R:3:lowdin_charge:R:1
O -0.470 -0.447 -2.229 0.039
C -0.200 -0.212 -1.049 -0.727
N -0.231 1.104 -0.608 -0.326
S 0.320 1.652 0.932 0.722
N 0.361 -1.105 -0.209 -0.362
S -0.185 -1.523 1.382 0.715
H -0.490 1.823 -1.302 0.108
H -0.676 1.550 1.809 -0.160
H 0.719 -1.868 -0.831 0.125
H 0.852 -0.973 2.104 -0.134
```

Record 4
The following is a DFT calculation (wB97M-V/def2-TZVPD) of CH4N2S as an isolated structure in a non-equilibrium geometry.

The molar mass is 76.124 u. As for the spin multiplicity: 1. The total energy comes out at -14913.96598 eV. The highest occupied orbital energy is -0.340 Ha. As for the energy above the lowest of the compared OMol25 structures with the same formula, charge and spin: 83.9 kcal per mole. The value obtained for the frontier orbital gap is 9.44 eV.

The geometry in XYZ format:
```
8
Properties=species:S:1:pos:R:3:lowdin_charge:R:1
C 0.547 -0.627 -0.396 -0.439
H -0.677 1.856 1.361 -0.006
H -1.250 -1.099 -0.430 -0.005
H 0.535 -1.626 -1.411 0.202
H 1.388 0.796 0.747 0.047
N -0.755 -0.479 0.086 -0.479
N 1.564 0.092 -0.043 0.033
S -1.352 1.087 0.086 0.647
```

Record 5
The following is a DFT calculation (wB97M-V/def2-TZVPD) of a 2-piece molecular cluster, CH4N2S overall in a non-equilibrium geometry.

The molar mass is 76.124 u. As for the spin multiplicity: 1. Its SMILES is N=C=S.N. The total energy comes out at -14916.44589 eV. The highest occupied orbital energy is -0.338 Ha. As for the energy above the lowest of the compared OMol25 structures with the same formula, charge and spin: 26.7 kcal per mole. The value obtained for the frontier orbital gap is 9.97 eV.

The geometry in XYZ format:
```
8
Properties=species:S:1:pos:R:3:lowdin_charge:R:1
N 0.818 -2.275 -0.120 0.108
C 1.661 -1.434 -0.336 -0.909
S 2.970 -0.584 -0.234 0.680
H 0.177 -2.660 -0.751 0.056
N -0.057 0.615 0.285 -0.059
H -0.073 0.407 1.377 0.083
H 0.358 1.555 0.024 0.031
H -1.002 0.618 -0.130 0.009
```

Record 6
The following is a DFT calculation (wB97M-V/def2-TZVPD) of CH4N2S2 as an isolated structure in a non-equilibrium geometry.

The molar mass is 108.191 u. As for the spin multiplicity: 1. The total energy comes out at -25747.92583 eV. The highest occupied orbital energy is -0.293 Ha. As for the energy above the lowest of the compared OMol25 structures with the same formula, charge and spin: 105.2 kcal per mole. The value obtained for the frontier orbital gap is 8.27 eV.

The geometry in XYZ format:
```
9
Properties=species:S:1:pos:R:3:lowdin_charge:R:1
C 0.192 -0.793 0.012 -0.460
H -0.813 1.732 -0.878 0.041
H -0.764 -1.742 -1.312 0.110
H 0.831 -1.595 0.207 0.104
H 0.926 1.760 2.427 0.011
N -0.768 -0.801 -0.939 -0.552
N 0.429 0.387 0.275 -0.554
S -1.720 0.401 -1.132 0.707
S 1.686 0.651 1.340 0.593
```

Record 7
The following is a DFT calculation (wB97M-V/def2-TZVPD) of one molecule with the formula CH4N2S3 in a non-equilibrium geometry.

The molar mass is 140.258 u. As for the spin multiplicity: 1. Its SMILES is NSC(=S)NS. The total energy comes out at -36586.13630 eV. The highest occupied orbital energy is -0.295 Ha. As for the energy above the lowest of the compared OMol25 structures with the same formula, charge and spin: 21.7 kcal per mole. The value obtained for the frontier orbital gap is 8.14 eV.

The geometry in XYZ format:
```
10
Properties=species:S:1:pos:R:3:lowdin_charge:R:1
N -1.149 -1.065 -0.427 -0.324
S -0.924 -1.010 1.268 0.850
C 0.484 -0.066 1.474 -1.182
S 1.137 0.229 2.929 0.621
N 1.188 0.598 0.203 -0.530
S 2.403 1.759 0.300 0.694
H -1.332 -2.030 -0.690 0.031
H -1.942 -0.488 -0.699 0.035
H 0.730 0.431 -0.677 0.024
H 2.657 1.453 1.579 -0.218
```

Record 8
The following is a DFT calculation (wB97M-V/def2-TZVPD) of an isolated ion of composition CH4N3 and charge +1 in a non-equilibrium geometry.

The molar mass is 58.064 u. As for the spin multiplicity: 1. The total energy comes out at -5559.67236 eV. The highest occupied orbital energy (spin up / spin down) is -0.606 / -0.604 Ha. As for the energy above the lowest of the compared OMol25 structures with the same formula, charge and spin: 120.2 kcal per mole. The value obtained for the frontier orbital gap (spin up / spin down) is 9.39 / 9.35 eV. The charge is +1.

The geometry in XYZ format:
```
8
Properties=species:S:1:pos:R:3:lowdin_charge:R:1
C -0.336 -0.359 0.083 -0.231
N 2.249 0.339 0.040 0.343
N 0.898 -0.694 0.077 0.034
N -0.833 0.831 0.095 0.182
H 1.237 -1.650 -0.076 0.149
H -1.049 -1.154 -0.101 0.170
H -1.881 0.991 0.056 0.181
H -0.286 1.695 -0.173 0.171
```

Record 9
The following is a DFT calculation (wB97M-V/def2-TZVPD) of CH4N3 as an isolated structure in a non-equilibrium geometry.

The molar mass is 58.064 u. As for the spin multiplicity: 3. The total energy comes out at -5557.04323 eV. The highest occupied orbital energy (spin up / spin down) is -0.361 / -0.587 Ha. The expectation value of S² is 2.01. As for the energy above the lowest of the compared OMol25 structures with the same formula, charge and spin: 84.0 kcal per mole. The value obtained for the frontier orbital gap (spin up / spin down) is 3.58 / 9.80 eV. The charge is +1.

The geometry in XYZ format:
```
8
Properties=species:S:1:pos:R:3:lowdin_charge:R:1
C -1.226 3.061 0.964 0.221
N -1.342 2.356 0.037 0.265
N 0.661 -0.839 -0.627 -0.025
N 0.140 -1.453 -1.521 -0.167
H -1.901 2.239 -0.795 0.152
H 0.492 -2.075 -2.149 0.052
H -1.007 3.890 2.106 0.330
H -0.998 -1.532 -1.533 0.172
```

Record 10
The following is a DFT calculation (wB97M-V/def2-TZVPD) of an isolated ion of composition CH4N3O2 and charge -1 in a non-equilibrium geometry.

The molar mass is 90.062 u. As for the spin multiplicity: 1. Its SMILES is C/N=N/N([O-])O. The total energy comes out at -9662.76186 eV. The highest occupied orbital energy is -0.071 Ha. As for the energy above the lowest of the compared OMol25 structures with the same formula, charge and spin: 95.9 kcal per mole. The value obtained for the frontier orbital gap is 6.42 eV. The charge is -1.

The geometry in XYZ format:
```
10
Properties=species:S:1:pos:R:3:lowdin_charge:R:1
C -1.722 0.341 0.006 -0.222
N -0.429 -0.310 0.104 -0.194
N 0.547 0.593 -0.009 -0.030
N 1.731 0.171 -0.059 -0.398
O 2.761 0.859 -0.216 -0.181
O 2.012 -1.317 0.186 -0.054
H -1.997 0.101 -0.984 0.026
H -2.557 -0.050 0.637 0.058
H -1.492 1.310 0.138 0.001
H 1.146 -1.698 0.197 -0.005
```